{
  "formula": "C43H38BrN2OP2RhS3Sb",
  "method": "ωB97M-V with the def2-TZVPD basis set",
  "species": ["Rh", "C", "N", "C", "P", "C", "C", "C", "C", "C", "C", "C", "C", "C", "C", "C", "C", "C", "C", "C", "C", "C", "C", "P", "C", "C", "C", "C", "C", "C", "C", "C", "C", "C", "C", "C", "H", "H", "H", "H", "H", "H", "H", "H", "H", "H", "H", "H", "H", "H", "H", "H", "H", "H", "H", "H", "H", "H", "H", "H", "H", "H", "H", "H", "H", "S", "Sb", "S", "S", "O", "N", "C", "C", "C", "C", "C", "H", "H", "H", "H", "H", "Br", "C", "C", "C", "C", "C", "C", "H", "H", "H", "H"],
  "xyz": [[-0.339, -0.144, 0.833], [-2.627, 2.087, -0.581], [-2.277, 3.293, 0.115], [-1.087, 3.343, 0.915], [-0.673, 1.829, 1.903], [0.751, 2.669, 2.718], [1.985, 2.732, 2.082], [3.049, 3.389, 2.681], [2.892, 3.974, 3.930], [1.665, 3.909, 4.575], [0.594, 3.264, 3.967], [-1.962, 1.609, 3.076], [-2.034, 0.193, 3.615], [-2.971, 0.108, 4.778], [-3.820, 1.109, 5.100], [-3.834, 2.359, 4.416], [-2.868, 2.589, 3.447], [-3.199, 4.327, 0.156], [-2.821, 5.628, 0.532], [-3.750, 6.650, 0.567], [-5.075, 6.430, 0.223], [-5.453, 5.154, -0.163], [-4.541, 4.114, -0.197], [-1.224, 0.946, -1.027], [-2.156, 0.190, -2.414], [-1.775, 0.398, -3.738], [-2.532, -0.115, -4.784], [-3.685, -0.838, -4.518], [-4.072, -1.052, -3.203], [-3.314, -0.547, -2.156], [-0.038, 2.026, -1.884], [1.287, 1.610, -1.913], [2.242, 2.398, -2.542], [1.883, 3.604, -3.121], [0.558, 4.025, -3.092], [-0.401, 3.234, -2.482], [-3.130, 2.362, -1.514], [-3.323, 1.448, -0.015], [-1.177, 4.137, 1.653], [-0.192, 3.573, 0.318], [2.124, 2.248, 1.118], [4.008, 3.435, 2.179], [3.729, 4.473, 4.403], [1.537, 4.355, 5.553], [-0.366, 3.206, 4.466], [-2.375, -0.481, 2.793], [-3.024, -0.826, 5.328], [-4.524, 0.959, 5.913], [-4.537, 3.135, 4.685], [-2.816, 3.578, 3.000], [-1.789, 5.844, 0.763], [-3.422, 7.641, 0.858], [-5.795, 7.237, 0.252], [-6.483, 4.951, -0.431], [-4.879, 3.126, -0.470], [-0.862, 0.927, -3.964], [-2.203, 0.039, -5.804], [-4.273, -1.248, -5.330], [-4.960, -1.630, -2.981], [-3.619, -0.747, -1.139], [1.568, 0.665, -1.461], [3.268, 2.054, -2.582], [2.634, 4.218, -3.603], [0.275, 4.967, -3.546], [-1.432, 3.567, -2.464], [1.445, -1.598, -3.783], [-0.458, -2.642, -3.247], [-0.109, -3.327, -0.976], [-1.385, -2.051, 0.099], [1.966, -1.054, 0.040], [2.620, -2.077, 0.469], [3.934, -2.211, 0.153], [4.658, -3.296, 0.591], [4.043, -4.273, 1.362], [2.702, -4.126, 1.665], [1.999, -3.029, 1.210], [4.310, -1.411, -0.464], [5.701, -3.362, 0.314], [4.602, -5.127, 1.719], [2.168, -4.842, 2.273], [0.964, -2.811, 1.428], [1.370, -3.599, 5.549], [0.911, -2.000, 4.622], [-0.347, -1.579, 4.546], [-0.591, -0.231, 3.890], [0.236, -0.273, 2.625], [1.652, -0.458, 2.956], [1.999, -1.292, 3.946], [-1.156, -2.109, 5.028], [-0.193, 0.526, 4.595], [2.408, -0.035, 2.307], [3.026, -1.578, 4.127]],
  "homo_ev": -2.7,
  "homo_lumo_gap_ev": 3.69,
  "de_lowest_kcal_mol": 109.3,
  "e_tot_ha": -6648.148171,
  "fmax_ev_per_a": 1.23,
  "charge": -1
}